114
Properties=species:S:1:pos:R:3:forces:R:3:lowdin_charge:R:1 method="wB97M-V/def2-TZVPD" homo_ev=-4.08 multiplicity=1 charge=-1 largest_force_ev_per_a=2.2
O 4.91946 -2.32471 -2.18511 -0.8 0.3 0.6 -0.064
C 4.34327 -1.07044 -1.72294 -0.4 -1.2 0.1 -0.262
C 2.79045 -1.21678 -1.84087 0.7 0.5 -0.2 -0.248
P 1.75814 0.31207 -1.42901 -0.6 1.4 -0.4 0.397
F 2.04237 0.23546 0.25012 0.6 -0.7 -1.4 -0.278
P -0.04905 -1.03903 -1.31319 -0.9 0.2 1.3 0.290
S -0.56064 -1.48050 0.55491 -0.3 -0.8 0.3 -0.014
O 0.58929 1.54373 -0.99081 0.8 0.9 0.0 -0.387
C 1.28993 2.76694 -0.76382 2.2 0.3 -0.5 -0.266
C 2.36675 2.75826 -1.94795 -1.4 -0.9 0.7 -0.212
O 2.99048 1.46215 -1.77502 -0.6 0.4 0.5 -0.332
C 4.85771 -0.88231 -0.23624 1.1 -0.2 -1.0 -0.477
F 6.19678 -1.27598 -0.22864 -1.3 0.5 0.4 0.066
F 4.22384 -1.74623 0.64141 0.6 1.3 -0.7 0.087
F 4.85216 0.39236 0.21312 -0.3 -1.5 -0.1 0.133
H 4.38928 -3.01798 -1.73655 0.6 0.1 -0.4 0.065
H 4.78414 -0.29849 -2.40007 -0.6 -0.4 1.0 0.159
H 2.41786 -2.09023 -1.24759 0.6 0.6 -0.2 0.072
H 2.58112 -1.45352 -2.92002 0.2 0.3 1.0 0.090
H 1.32524 0.49152 -2.79895 0.0 -0.4 -0.1 0.023
H -1.19955 -0.36566 -1.85801 0.7 -0.4 -0.4 -0.066
H 0.12733 -2.24018 -2.06128 -0.2 0.5 -0.2 -0.061
H 1.95532 2.77815 0.13723 -1.0 -0.4 -0.5 0.093
H 0.62546 3.65750 -0.67461 0.2 -0.8 -0.5 0.115
H 3.16985 3.52824 -1.90621 -0.8 -0.4 -0.2 0.113
H 1.72701 2.70767 -2.86979 1.0 0.5 0.2 0.100
C 2.20509 -3.52906 -5.58586 0.0 0.0 -0.2 -0.695
O 1.48776 -3.60781 -4.59914 -0.1 0.0 0.1 0.001
N 1.71587 -3.58785 -6.85091 -0.4 0.1 -0.1 0.151
N 3.55697 -3.37418 -5.48983 0.4 0.0 0.4 0.151
H 2.28829 -3.52450 -7.67130 0.1 0.1 0.1 0.088
H 0.71150 -3.70167 -6.95496 0.3 -0.1 -0.1 0.041
H 3.95097 -3.32347 -4.56327 0.0 0.1 -0.1 0.087
H 4.16651 -3.30563 -6.28214 -0.1 0.0 0.0 0.085
C -0.18538 2.34854 2.66332 0.1 -0.2 -0.2 -0.662
O 0.64088 2.65380 1.81630 -0.3 0.3 0.8 0.016
N -0.56998 3.20507 3.65703 -0.1 0.3 0.3 0.146
N -0.78863 1.13421 2.69056 0.1 -0.2 -0.1 0.153
H -1.24550 2.97804 4.36530 0.1 0.1 0.1 0.065
H -0.14304 4.11218 3.66644 -0.1 -0.1 -0.1 0.073
H -0.53016 0.46899 1.96901 0.0 0.0 -0.1 -0.028
H -1.46717 0.86692 3.37826 0.0 0.1 0.0 0.087
C -1.85669 -4.97795 -7.70183 -0.3 0.3 -0.1 -0.653
O -0.92429 -4.32649 -7.24970 -0.2 -0.1 0.0 0.007
N -1.88160 -6.33899 -7.64819 0.3 -0.5 0.1 0.151
N -2.93530 -4.40775 -8.28744 0.0 0.3 -0.1 0.181
H -2.63176 -6.89651 -8.00960 0.0 0.1 0.0 0.088
H -1.09675 -6.79552 -7.21732 -0.1 0.1 0.0 0.105
H -2.95087 -3.39996 -8.34345 0.0 0.0 0.1 0.092
H -3.70915 -4.92731 -8.66179 0.0 0.1 -0.1 0.070
C -1.83629 5.37663 6.28984 -0.3 -0.1 0.2 -0.679
O -1.86049 4.15361 6.34503 0.1 0.0 -0.1 0.005
N -0.80556 6.06459 5.72171 0.6 0.0 -0.1 0.152
N -2.82874 6.15339 6.78918 0.0 -0.1 0.1 0.158
H -0.76521 7.06649 5.66780 0.0 0.0 0.0 0.102
H -0.04929 5.52467 5.33814 -0.1 0.1 0.0 0.090
H -3.60714 5.68407 7.21526 0.0 0.1 -0.1 0.101
H -2.82915 7.15661 6.75380 -0.2 0.0 0.0 0.062
C 2.37767 7.63996 7.76768 -0.2 -0.1 -0.1 -0.698
O 1.64820 8.57605 7.46291 0.1 0.1 0.0 -0.005
N 2.02448 6.34466 7.58848 -0.3 -0.3 0.0 0.169
N 3.61192 7.82127 8.31430 0.4 0.4 0.3 0.147
H 2.61222 5.56529 7.83327 0.2 0.0 -0.1 0.060
H 1.11958 6.16668 7.18583 0.0 0.0 0.1 0.070
H 3.91322 8.76755 8.46315 0.0 -0.1 0.0 0.097
H 4.22366 7.06655 8.56747 -0.1 -0.1 -0.1 0.088
C 4.62399 2.97412 8.02863 0.0 -0.1 -0.1 -0.678
O 4.30779 4.12470 7.76100 -0.1 0.2 0.1 0.010
N 5.42385 2.23325 7.22062 0.3 0.1 -0.3 0.159
N 4.19950 2.34157 9.15592 -0.2 0.1 0.4 0.151
H 5.69437 1.28823 7.41788 -0.1 0.0 0.0 0.097
H 5.75327 2.66912 6.37646 -0.1 -0.1 0.0 0.112
H 3.60364 2.86062 9.77641 0.0 -0.1 -0.1 0.105
H 4.44574 1.39893 9.39240 0.0 0.0 -0.1 0.094
C -7.03778 -4.56953 -9.23019 0.2 0.1 0.0 -0.687
O -5.94509 -4.34701 -9.72587 0.0 -0.1 0.1 0.023
N -8.13577 -3.81876 -9.51710 -0.2 0.3 -0.3 0.148
N -7.25230 -5.58466 -8.34863 0.1 -0.4 0.2 0.150
H -9.04231 -3.98207 -9.12146 0.1 0.0 0.0 0.092
H -8.01456 -3.05900 -10.16350 0.0 -0.1 0.1 0.106
H -6.46408 -6.16000 -8.11082 -0.1 0.1 0.0 0.102
H -8.14189 -5.78169 -7.93032 0.0 0.0 0.0 0.093
C 3.35826 -5.52199 0.09084 0.0 0.6 0.2 -0.682
O 4.18635 -5.23024 -0.75222 0.1 -0.1 -0.3 0.037
N 2.98411 -4.65700 1.06239 0.1 0.2 0.3 0.179
N 2.74067 -6.74150 0.12092 -0.3 -0.7 -0.3 0.135
H 2.30547 -4.86729 1.77013 -0.1 0.1 -0.1 0.099
H 3.42088 -3.74766 1.05790 -0.2 0.0 0.0 0.089
H 3.00002 -7.40320 -0.59018 0.0 0.1 0.1 0.103
H 2.05561 -7.00263 0.80506 0.1 0.1 0.1 0.083
C -5.13258 9.30932 7.64889 0.1 0.0 -0.1 -0.672
O -4.58198 8.35094 7.13011 -0.1 0.1 0.1 0.020
N -6.12561 9.17188 8.56850 -0.3 -0.3 0.2 0.151
N -4.79953 10.59365 7.35075 0.2 0.3 -0.2 0.153
H -6.59109 9.94428 9.00643 0.0 0.0 0.0 0.093
H -6.39754 8.23580 8.81269 0.0 0.1 0.0 0.107
H -4.06879 10.73252 6.67473 -0.1 0.0 0.1 0.109
H -5.23843 11.39428 7.76473 0.0 -0.1 0.0 0.094
C -2.63421 -0.87487 -6.16897 0.3 -0.3 0.1 -0.687
O -2.63465 -1.14283 -7.36400 -0.2 0.0 -0.2 -0.001
N -3.47651 0.05075 -5.62897 -0.5 0.4 -0.1 0.143
N -1.80094 -1.47143 -5.28336 0.2 -0.3 -0.1 0.181
H -3.49275 0.28730 -4.65421 0.1 0.0 0.0 0.093
H -4.10924 0.51515 -6.25519 0.1 0.0 0.1 0.096
H -1.16048 -2.16219 -5.64338 0.0 0.0 0.1 0.092
H -1.78808 -1.26103 -4.30162 0.1 0.0 0.0 0.079
C -1.34471 -8.05830 -1.22560 -0.1 0.3 -0.3 -0.696
O -2.35766 -8.17652 -1.89600 0.0 -0.1 0.1 0.015
N -1.12323 -8.80052 -0.10129 -0.1 -0.4 0.4 0.138
N -0.35294 -7.18393 -1.53629 0.1 0.1 -0.2 0.165
H -0.30078 -8.72185 0.46577 0.0 0.0 0.0 0.081
H -1.83554 -9.45832 0.16062 0.1 0.1 0.0 0.098
H -0.47959 -6.61793 -2.35846 0.0 0.0 0.1 0.114
H 0.48645 -7.07562 -0.99560 0.0 0.1 -0.1 0.060